No. 1
{
  "formula": "C5H12O2",
  "method": "ωB97M-V/def2-TZVPD",
  "homo_ev": [-7.561, -7.395],
  "homo_lumo_gap_ev": [8.15, 7.97],
  "multiplicity": 1,
  "total_charge": 0,
  "de_lowest_kj_mol": 482.4,
  "species": ["C", "O", "C", "C", "C", "C", "O", "H", "H", "H", "H", "H", "H", "H", "H", "H", "H", "H", "H"],
  "positions_angstrom": [[-1.352509, 1.156106, -2.191003], [-0.876781, 0.245769, -1.381491], [-0.253814, 0.428010, -0.255927], [0.309910, -0.760018, 0.461259], [1.809789, -0.577026, 0.731848], [-0.445227, -1.011816, 1.776603], [-1.805483, -1.317388, 1.569485], [-1.468741, 2.170259, -1.820603], [0.767612, 1.739508, -2.277835], [-1.874995, 0.762985, -3.053534], [1.212335, 1.571414, -1.681796], [-0.241218, 1.434994, 0.165036], [0.151516, -1.634394, -0.183743], [2.221182, -1.434774, 1.277223], [1.988802, 0.321420, 1.336893], [2.360699, -0.464195, -0.207715], [-0.010832, -1.872128, 2.297864], [-0.323299, -0.133939, 2.437172], [-2.168944, -0.624785, 1.000263]],
  "forces_ev_per_angstrom": [[-0.283, 0.314, -0.191], [-0.030, -0.422, -0.033], [0.143, 0.163, 0.352], [-0.049, 0.003, -0.073], [0.071, 0.011, 0.037], [0.375, 0.039, 0.096], [-0.156, 0.171, -0.121], [0.000, -0.155, -0.096], [0.168, -0.001, 0.077], [0.120, 0.086, 0.210], [-0.032, 0.055, -0.116], [-0.020, -0.177, -0.082], [0.036, 0.128, 0.087], [-0.079, 0.122, -0.087], [-0.036, -0.143, -0.105], [-0.096, -0.025, 0.173], [-0.056, 0.116, -0.100], [-0.054, -0.147, -0.125], [-0.021, -0.138, 0.097]]
}

***

No. 2
{
  "formula": "C5H12O2",
  "method": "ωB97M-V/def2-TZVPD",
  "smiles": "C=CCCCO.O",
  "homo_ev": -9.803,
  "homo_lumo_gap_ev": 10.59,
  "multiplicity": 1,
  "total_charge": 0,
  "de_lowest_kj_mol": 163.5,
  "species": ["C", "O", "C", "C", "C", "C", "H", "H", "H", "H", "H", "H", "H", "H", "H", "H", "H", "H", "O"],
  "positions_angstrom": [[-0.698985, -1.865739, 0.246590], [-0.861218, -2.422208, 1.532796], [-1.346987, -0.484861, 0.125849], [-0.489124, 0.625020, 0.744602], [0.883655, 0.776932, 0.128093], [1.861521, 1.498858, 0.650274], [0.363757, -1.845443, -0.047994], [-1.170432, -2.521422, -0.476160], [-0.338510, -1.916965, 2.172996], [-2.240034, -0.560490, 0.752007], [-1.557927, -0.235850, -0.908171], [-1.003740, 1.593714, 0.662394], [-0.421364, 0.587025, 1.844642], [1.021960, 0.244221, -0.807915], [2.825231, 1.642057, 0.190373], [1.745140, 2.101000, 1.547650], [1.520663, 1.781254, -2.565724], [0.008359, 2.181331, -2.447684], [0.649313, 1.705234, -2.975264]],
  "forces_ev_per_angstrom": [[0.352, 0.423, -0.632], [0.121, -0.038, 0.374], [0.682, -0.047, 1.254], [0.006, 0.894, 0.278], [-0.280, -0.251, 0.260], [0.127, 0.553, 0.081], [-0.153, 0.099, 0.175], [-0.244, -0.375, 0.152], [-0.142, -0.140, -0.309], [-0.353, 0.120, -0.568], [-0.233, -0.052, -0.158], [-0.108, -0.147, -0.423], [0.167, -0.603, -0.235], [0.162, 0.040, 0.018], [0.146, -0.254, -0.315], [-0.232, -0.268, 0.116], [-0.451, 0.215, 0.142], [0.191, 0.184, 0.325], [0.243, -0.352, -0.534]]
}

***

No. 3
{
  "formula": "C5H12O2",
  "method": "ωB97M-V/def2-TZVPD",
  "smiles": "CC[C@@H](O)[C@@H](C)O",
  "homo_ev": -9.952,
  "homo_lumo_gap_ev": 10.88,
  "multiplicity": 1,
  "total_charge": 0,
  "de_lowest_kj_mol": 75.0,
  "species": ["C", "C", "C", "O", "C", "C", "O", "H", "H", "H", "H", "H", "H", "H", "H", "H", "H", "H", "H"],
  "positions_angstrom": [[-2.203951, 0.646696, 0.778451], [-1.193243, -0.367599, 0.233353], [0.218171, 0.174155, 0.454495], [0.601047, 0.141275, 1.831043], [1.409829, -0.330635, -0.366295], [1.120891, -0.544225, -1.843547], [2.391267, 0.701866, -0.285273], [-1.974437, 0.900886, 1.819280], [-2.142329, 1.576396, 0.200830], [-3.235643, 0.286708, 0.731176], [-1.324567, -1.347256, 0.717927], [-1.373774, -0.528219, -0.836044], [0.207762, 1.237113, 0.176086], [0.009447, -0.438369, 2.319934], [1.813607, -1.250712, 0.081388], [0.413851, 0.199513, -2.228886], [2.056622, -0.436148, -2.398506], [0.715523, -1.543030, -2.037774], [2.489928, 0.921586, 0.652363]],
  "forces_ev_per_angstrom": [[-0.045, 0.038, 0.036], [0.082, -0.048, -0.035], [-0.047, 0.190, -0.294], [-0.045, 0.080, 0.160], [-0.192, -0.136, -0.074], [-0.030, 0.003, -0.031], [0.275, -0.107, 0.200], [-0.096, -0.053, -0.131], [-0.039, -0.149, 0.088], [0.152, -0.016, -0.004], [0.124, 0.134, -0.042], [0.091, 0.037, 0.164], [-0.247, -0.008, 0.045], [0.058, -0.040, -0.070], [-0.123, 0.068, -0.043], [0.132, -0.048, 0.062], [-0.122, -0.068, 0.057], [0.011, 0.177, 0.074], [0.061, -0.052, -0.162]]
}

***

No. 4
{
  "formula": "C5H12O2",
  "method": "ωB97M-V/def2-TZVPD",
  "smiles": "CCOCCOC",
  "homo_ev": -9.771,
  "homo_lumo_gap_ev": 10.89,
  "multiplicity": 1,
  "total_charge": 0,
  "de_lowest_kj_mol": 158.5,
  "species": ["C", "C", "O", "C", "C", "O", "C", "H", "H", "H", "H", "H", "H", "H", "H", "H", "H", "H", "H"],
  "positions_angstrom": [[-2.187026, 1.843952, -0.430166], [-1.261538, 1.969358, 0.775850], [-0.034883, 1.288099, 0.610013], [-0.135873, -0.114630, 0.653916], [1.177972, -0.669009, 0.136016], [0.989319, -2.028443, -0.169350], [2.110482, -2.579008, -0.808817], [-2.470240, 0.802749, -0.618129], [-1.697106, 2.230815, -1.330266], [-3.109376, 2.410657, -0.264200], [-1.773443, 1.625484, 1.689575], [-0.986920, 3.018226, 0.926360], [-0.347224, -0.462706, 1.677154], [-0.934519, -0.494742, 0.001851], [1.449681, -0.098345, -0.766616], [1.988042, -0.534130, 0.872335], [2.995248, -2.582230, -0.152648], [2.363782, -2.017622, -1.722796], [1.863622, -3.608474, -1.080083]],
  "forces_ev_per_angstrom": [[0.009, -0.060, -0.066], [-0.216, 0.172, 0.047], [0.033, 0.069, -0.037], [-0.028, -0.245, -0.029], [0.011, 0.246, 0.046], [-0.026, -0.006, 0.037], [0.241, -0.182, -0.147], [0.008, 0.191, 0.037], [-0.068, -0.044, 0.151], [0.145, -0.049, 0.003], [0.095, -0.003, -0.116], [-0.072, -0.138, 0.006], [0.043, 0.059, -0.108], [0.116, 0.079, 0.074], [-0.018, -0.106, 0.093], [-0.132, -0.043, -0.107], [-0.143, 0.006, -0.070], [-0.057, -0.097, 0.135], [0.058, 0.151, 0.050]]
}

***

No. 5
{
  "formula": "C5H12O2",
  "method": "ωB97M-V/def2-TZVPD",
  "homo_ev": -7.732,
  "homo_lumo_gap_ev": 7.37,
  "multiplicity": 1,
  "total_charge": 0,
  "de_lowest_kj_mol": 556.7,
  "species": ["C", "O", "C", "C", "C", "C", "O", "H", "H", "H", "H", "H", "H", "H", "H", "H", "H", "H", "H"],
  "positions_angstrom": [[2.225253, -1.074955, -0.611092], [1.280188, -0.163509, -1.059691], [0.597339, 1.057750, 1.464066], [-0.395002, 1.402373, 0.574748], [-1.677659, 0.578941, 0.423131], [-1.389629, -0.228273, -0.843243], [-2.297233, -1.361597, -0.864254], [2.119246, -2.020483, -1.151198], [2.091791, -1.304381, 0.461242], [3.299585, -0.843045, -0.805725], [1.210223, 1.885160, 1.820576], [0.685276, 0.175871, 2.082385], [0.721915, 0.683917, 0.163425], [-0.402657, 2.363222, 0.073168], [-1.816426, -0.011374, 1.328485], [-2.591274, 1.196419, 0.328726], [-0.373600, -0.610068, -0.692440], [-1.548162, 0.414735, -1.719066], [-1.739172, -2.140700, -0.973239]],
  "forces_ev_per_angstrom": [[0.090, -0.140, -0.388], [0.390, 1.347, 1.534], [-1.112, 2.189, 0.571], [-2.161, 0.068, 2.730], [0.816, 0.626, -0.406], [-1.579, -1.626, 1.116], [0.217, 0.322, -0.292], [-0.223, -0.394, 0.054], [0.331, -0.089, 0.128], [-0.422, 0.475, 0.338], [0.686, -0.376, -0.802], [-0.548, -0.373, -0.402], [2.224, -1.761, -2.686], [0.606, -0.029, 0.007], [0.162, -0.402, -0.291], [0.685, 0.109, -0.054], [-0.326, 0.274, -1.125], [0.405, -0.364, 0.039], [-0.243, 0.143, -0.071]]
}

***

No. 6
{
  "formula": "C5H12O2",
  "method": "ωB97M-V/def2-TZVPD",
  "smiles": "C=CCC=C.O.O",
  "homo_ev": -9.030,
  "homo_lumo_gap_ev": 9.39,
  "multiplicity": 1,
  "total_charge": 0,
  "de_lowest_kj_mol": 385.1,
  "species": ["C", "C", "C", "C", "C", "H", "H", "H", "H", "H", "H", "H", "H", "H", "H", "O", "H", "H", "O"],
  "positions_angstrom": [[-2.227408, -0.953574, -0.713453], [-2.692381, -0.055576, 0.239299], [-0.932891, -0.705946, -1.459134], [-0.729402, 0.523256, -2.362299], [-1.781936, 1.333832, -2.959231], [-2.564125, -2.001912, -0.728933], [-3.479342, -0.580325, 0.849513], [-2.064551, 0.843095, 0.302287], [-0.538232, -1.692010, -2.061993], [-0.281405, -0.612247, -0.587732], [0.382895, 0.909770, -2.509100], [-1.668780, 2.160872, -3.596540], [-2.899593, 1.246844, -2.755153], [2.941852, 0.827457, 1.397971], [4.197221, 0.100516, 1.070553], [3.914722, 0.738944, 1.634610], [2.913943, -0.130034, 3.433912], [2.950791, -1.103672, 4.604228], [2.371958, -0.841482, 3.879128]],
  "forces_ev_per_angstrom": [[-0.487, 1.308, 1.568], [0.811, -3.863, -2.421], [1.149, -1.223, -1.341], [-2.284, 3.480, -1.856], [1.501, -3.648, 3.207], [-0.344, 0.708, -0.145], [0.782, 1.836, -0.107], [-1.141, 0.001, 0.645], [-1.085, 2.357, 1.442], [0.774, 0.009, -0.438], [-2.496, -1.133, 0.083], [1.135, 0.924, -0.677], [1.687, -0.756, 0.043], [1.793, 0.011, 0.454], [1.551, -3.078, -2.588], [-3.455, 3.085, 2.177], [-0.762, -1.099, 0.495], [-0.165, -0.103, 0.013], [1.037, 1.184, -0.554]]
}